C18H19ClMoN2O3S as an isolated structure, computed with ωB97M-V/def2-TZVPD.

Last column: natural (NBO) charge in e.
Atoms and positions in Å:
1 Mo -1.6027 -0.8973 1.2679  1.34
2 C 4.1530 -2.1738 -3.9744  -0.65
3 C 3.4162 -1.9487 -2.6928  0.09
4 C 2.1069 -1.4492 -2.7010  -0.20
5 C 1.4098 -1.2666 -1.5269  -0.19
6 C 2.0312 -1.5825 -0.3184  -0.37
7 C 3.3356 -2.0703 -0.2774  -0.14
8 C 4.0138 -2.2484 -1.4680  -0.21
9 S 1.1843 -1.4145 1.1730  2.33
10 O -0.0468 -2.3111 1.1909  -0.88
11 O 2.0582 -1.5294 2.2810  -0.83
12 N 0.2452 -0.1074 1.1329  -0.82
13 C 0.5774 1.2481 1.1185  0.08
14 C 1.8066 1.8423 1.1832  -0.16
15 C 1.8722 3.2538 1.1194  -0.17
16 C 0.7483 4.0195 0.9801  -0.14
17 C -0.5295 3.4085 0.9054  -0.10
18 C -1.7459 4.0939 0.7279  -0.05
19 C -2.9143 3.3765 0.6447  -0.25
20 C -2.8852 1.9863 0.7677  0.11
21 N -1.7635 1.2940 0.9568  -0.50
22 C -0.5932 2.0096 0.9963  0.22
23 H 3.7561 -1.5566 -4.7776  0.24
24 H 4.0540 -3.2192 -4.2751  0.25
25 H 5.2156 -1.9663 -3.8609  0.24
26 H 1.6404 -1.1966 -3.6440  0.24
27 H 0.4034 -0.8643 -1.5487  0.22
28 H 3.8052 -2.3043 0.6679  0.26
29 H 5.0278 -2.6254 -1.4473  0.25
30 H 2.7139 1.2623 1.2874  0.25
31 H 2.8416 3.7284 1.1786  0.25
32 H 0.8184 5.0972 0.9228  0.25
33 H -1.7529 5.1737 0.6485  0.25
34 H -3.8657 3.8645 0.4924  0.26
35 H -3.8088 1.4343 0.7159  0.21
36 C -4.8974 -0.7520 1.4526  -0.26
37 O -3.5758 -0.5167 2.0516  -0.72
38 H -5.6127 -0.1034 1.9513  0.23
39 H -5.1661 -1.7986 1.5705  0.23
40 H -4.8183 -0.4895 0.4022  0.21
41 H -3.6443 -0.6631 3.0064  0.54
42 Cl -2.6388 -3.1789 1.3215  0.15
43 C -2.3829 -2.1839 -0.1647  -0.57
44 H -3.3356 -1.9853 -0.6468  0.24
45 H -1.6550 -2.6894 -0.7914  0.27

Calculated values
**Strongest force on any atom**: 0.85 eV Å⁻¹
**LUMO energy (alpha / beta)**: -0.311 / -0.311 hartree
**HOMO energy (alpha / beta)**: -14.73 / -14.73 eV
**Charge**: +2